Molecular formula: C16H18FN
Method: DFT, ωB97M-V/def2-TZVPD

XYZ file:
```
36
C16H18FN (ωB97M-V/def2-TZVPD)
C -2.562 3.918 -3.452
H -2.823 2.966 -3.909
H -3.242 4.096 -2.622
H -2.698 4.706 -4.189
C -1.114 3.890 -2.957
C -0.929 2.802 -1.938
C -0.612 1.510 -2.331
C -0.482 0.497 -1.398
C -0.674 0.752 -0.048
C -0.989 2.046 0.349
C -1.116 3.056 -0.584
H -1.362 4.058 -0.260
H -1.126 2.252 1.400
C -0.510 -0.331 0.982
N 0.614 -0.006 1.850
H 1.443 0.143 1.280
C 0.889 -1.012 2.864
C 1.315 -2.342 2.290
C 0.425 -3.406 2.204
C 0.796 -4.598 1.607
C 2.073 -4.711 1.090
C 2.982 -3.670 1.157
C 2.592 -2.488 1.757
H 3.291 -1.666 1.817
H 3.971 -3.794 0.745
F 2.444 -5.870 0.504
H 0.113 -5.429 1.537
H -0.570 -3.304 2.613
H 1.679 -0.613 3.508
H -0.018 -1.133 3.463
H -1.402 -0.381 1.617
H -0.394 -1.307 0.481
H -0.231 -0.503 -1.724
H -0.460 1.294 -3.379
H -0.867 4.858 -2.516
H -0.448 3.721 -3.805
```

Results
LUMO = 0.9 eV
HOMO-LUMO gap = 9.6 eV

Molecular formula: C16H18FN2O4SbSe4SiTc
Method: DFT, ωB97M-V/def2-TZVPD

XYZ file:
```
48
C16H18FN2O4SbSe4SiTc (ωB97M-V/def2-TZVPD)
Tc 0.043 -0.169 0.018
O -4.032 -0.913 0.200
C -2.761 -0.676 0.335
O -2.020 -0.309 -0.596
C -2.219 -0.827 1.708
C -2.931 -1.055 2.878
C -2.232 -1.056 4.079
C -0.871 -0.751 4.084
C -0.226 -0.539 2.874
N -0.889 -0.645 1.709
C 1.191 -0.123 2.630
O 2.065 -0.003 3.579
O 1.551 0.128 1.470
H -4.320 -0.836 -0.725
H -3.996 -1.232 2.843
H -2.745 -1.261 5.008
H -0.348 -0.664 5.027
H 1.739 -0.198 4.470
C -1.064 -3.609 1.089
Si 0.340 -3.536 -0.140
C 1.895 -4.069 0.748
C -0.239 -4.378 -1.701
N 0.688 -1.757 -0.664
C 1.687 -1.611 -1.691
C 2.495 -2.641 -2.187
C 3.467 -2.381 -3.140
C 3.660 -1.100 -3.642
C 2.862 -0.052 -3.195
C 1.922 -0.360 -2.248
F 1.088 0.652 -1.764
H -1.206 -4.676 1.277
H -2.016 -3.244 0.706
H -0.850 -3.156 2.054
H 1.673 -4.941 1.367
H 2.228 -3.269 1.413
H 2.739 -4.335 0.117
H -0.733 -5.316 -1.442
H 0.535 -4.614 -2.427
H -0.978 -3.746 -2.199
H 2.388 -3.649 -1.832
H 4.086 -3.193 -3.493
H 4.426 -0.913 -4.380
H 2.971 0.956 -3.567
Se -2.852 3.854 -1.980
Sb -1.601 4.557 0.298
Se -0.544 2.600 0.985
Se -1.146 3.776 -3.460
Se 0.687 4.506 -2.631
```

Results
net charge = +3
LUMO (spin up / spin down) = -11.9 / -11.9 eV
HOMO-LUMO gap (spin up / spin down) = 4.6 / 4.6 eV

Molecular formula: C16H18FN3O3S
Method: DFT, ωB97M-V/def2-TZVPD

XYZ file:
```
42
C16H18FN3O3S (ωB97M-V/def2-TZVPD)
C 2.426 2.417 2.264
N 2.057 1.379 1.325
S 2.345 -0.193 1.830
O 2.225 -0.246 3.248
O 3.528 -0.709 1.212
N 1.049 -0.981 1.104
C -0.218 -0.940 1.709
C -1.161 -1.946 1.502
C -2.411 -1.861 2.089
C -2.745 -0.782 2.887
C -1.816 0.225 3.083
C -0.567 0.155 2.494
H 0.145 0.947 2.641
H -2.064 1.079 3.694
H -3.721 -0.724 3.346
H -3.127 -2.652 1.918
H -0.938 -2.798 0.880
C 1.342 -2.003 0.129
H 1.226 -3.017 0.531
H 2.397 -1.887 -0.137
C 0.508 -1.893 -1.151
O 0.362 -2.835 -1.893
N 0.005 -0.647 -1.351
C -0.793 -0.186 -2.396
C -1.235 -0.975 -3.452
C -2.025 -0.426 -4.447
C -2.388 0.909 -4.413
C -1.955 1.714 -3.371
C -1.169 1.159 -2.386
F -0.732 1.942 -1.363
H -2.218 2.758 -3.315
H -3.004 1.329 -5.193
H -2.360 -1.053 -5.259
H -0.953 -2.014 -3.481
H 0.189 0.032 -0.621
C 2.487 1.631 -0.032
H 1.882 2.435 -0.453
H 3.546 1.906 -0.077
H 2.348 0.725 -0.615
H 2.218 2.052 3.266
H 1.827 3.306 2.060
H 3.489 2.672 2.193
```

Results
LUMO = 0.6 eV
HOMO-LUMO gap = 9.4 eV

Molecular formula: C16H18IN5SeTeZr
Method: DFT, ωB97M-V/def2-TZVPD

XYZ file:
```
43
C16H18IN5SeTeZr (ωB97M-V/def2-TZVPD)
Zr 0.603 1.226 0.812
I -0.463 2.231 -5.048
C 0.462 2.572 -3.211
C 1.413 3.534 -2.888
N 1.715 3.372 -1.595
N 1.015 2.363 -1.038
C 0.249 1.862 -2.026
H 1.857 4.290 -3.508
H 2.380 3.914 -1.053
H -0.436 1.027 -1.875
N -0.722 -0.439 0.664
C -1.390 -1.377 0.426
N -2.154 -2.350 0.181
C -1.744 -3.745 0.331
C -1.404 -4.330 -1.048
C -2.218 -3.623 -2.139
C -3.588 -3.223 -1.603
C -3.424 -2.139 -0.532
H -2.589 -4.274 0.777
H -0.896 -3.804 1.014
H -1.628 -5.396 -1.038
H -0.337 -4.227 -1.251
H -2.321 -4.275 -3.003
H -1.695 -2.725 -2.474
H -4.098 -4.092 -1.191
H -4.207 -2.832 -2.408
H -4.245 -2.169 0.191
H -3.403 -1.144 -0.985
Se 3.116 -2.003 2.720
C 2.581 -0.791 1.679
N 2.231 0.080 0.918
Te -1.335 2.859 2.047
C 0.804 2.859 2.449
C 1.365 1.884 3.297
C 2.752 1.759 3.393
C 3.584 2.551 2.608
C 3.038 3.492 1.742
C 1.655 3.649 1.658
H 0.710 1.313 3.962
H 3.193 1.060 4.094
H 4.655 2.455 2.688
H 3.699 4.137 1.179
H 1.218 4.467 1.085
```

Results
net charge = +2
LUMO = -7.3 eV
HOMO-LUMO gap = 6.7 eV

Molecular formula: C16H18IrN3O5S2Se2
Method: DFT, ωB97M-V/def2-TZVPD

XYZ file:
```
47
C16H18IrN3O5S2Se2 (ωB97M-V/def2-TZVPD)
Ir -1.334 0.540 -0.301
O -0.147 0.886 1.416
C -0.625 0.779 2.770
C -1.977 1.471 2.907
C -2.116 1.848 4.390
O -3.409 2.385 4.584
C -2.008 2.774 2.108
Se -2.357 2.559 0.200
C -3.164 0.569 2.522
Se -2.826 -0.743 1.113
H 0.735 0.468 1.254
H 0.117 1.279 3.396
H -0.701 -0.271 3.054
H -1.341 2.576 4.656
H -1.964 0.948 4.997
H -3.530 2.610 5.511
H -1.070 3.326 2.196
H -2.818 3.404 2.474
H -4.015 1.189 2.238
H -3.474 -0.023 3.383
S -2.484 0.328 -2.326
C -1.114 1.064 -2.971
N -0.865 1.315 -4.279
C 0.286 1.907 -4.684
C 1.231 2.250 -3.767
C 0.956 1.957 -2.420
N -0.182 1.408 -2.052
H -1.560 1.039 -4.961
H 0.390 2.069 -5.747
H 2.161 2.708 -4.064
H 1.681 2.142 -1.636
O 3.876 -0.821 0.852
S 3.324 -0.905 -0.468
O 4.013 -0.263 -1.550
N 1.763 -0.366 -0.438
C 0.920 -1.356 -0.702
O -0.346 -1.270 -0.795
C 1.562 -2.669 -0.974
C 0.956 -3.873 -1.286
C 1.774 -4.975 -1.502
C 3.158 -4.865 -1.411
C 3.764 -3.652 -1.099
C 2.934 -2.575 -0.884
H -0.122 -3.946 -1.351
H 1.331 -5.931 -1.744
H 3.775 -5.737 -1.585
H 4.839 -3.562 -1.026
```

Results
net charge = +1
LUMO (spin up / spin down) = -4.3 / -5.3 eV
HOMO-LUMO gap (spin up / spin down) = 6.4 / 5.3 eV
spin multiplicity = 2

Molecular formula: C16H18N2O2S
Method: DFT, ωB97M-V/def2-TZVPD

XYZ file:
```
39
C16H18N2O2S (ωB97M-V/def2-TZVPD)
C 2.515 4.477 -1.231
C 2.210 3.140 -1.830
N 1.430 2.341 -1.114
C 1.119 1.141 -1.588
C 1.573 0.662 -2.814
C 2.386 1.498 -3.557
C 2.714 2.753 -3.067
H 3.347 3.419 -3.632
H 2.764 1.171 -4.515
H 1.294 -0.319 -3.156
N 0.294 0.423 -0.726
C -0.218 -0.826 -0.873
O -0.022 -1.545 -1.824
C -1.115 -1.250 0.317
C -0.323 -1.084 1.579
C 0.620 -1.922 2.093
C 1.232 -1.428 3.268
C 0.761 -0.212 3.634
S -0.449 0.356 2.554
H 1.039 0.395 4.471
H 1.991 -1.962 3.811
H 0.882 -2.867 1.655
C -2.391 -0.389 0.297
H -2.825 -0.436 -0.704
C -3.413 -0.929 1.303
O -3.743 -2.273 1.058
C -2.608 -3.104 1.133
H -2.178 -3.060 2.146
C -1.551 -2.709 0.104
H -1.973 -2.793 -0.898
H -0.697 -3.382 0.163
H -2.968 -4.117 0.944
H -3.018 -0.821 2.326
H -4.349 -0.371 1.228
H -2.173 0.654 0.533
H 0.088 0.941 0.121
H 3.012 4.346 -0.272
H 3.151 5.063 -1.888
H 1.589 5.019 -1.048
```

Results
LUMO = 0.6 eV
HOMO-LUMO gap = 9.2 eV

Calculated DFT total energy, -775.11233 -11346.19514 -1508.54505 -3907.94289 -6864.35114 -1278.70427 a.u. (same order as the records).